Here is CH3NOS2 in the gas phase at a distorted geometry from OMol25. Energies are from ωB97M-V with the def2-TZVPD basis set.

Bonds (Å) are listed after each position.
CARTESIAN COORDINATES (ANGSTROEM)
1 C 1.497 -0.103 0.015  S4 1.861, H6 1.088, H7 1.084, H8 1.192
2 N -1.096 -0.133 -0.119  S4 1.630, S5 1.533
3 O -3.081 1.215 0.225  S5 1.476
4 S 0.079 -1.213 -0.452  C1 1.861, N2 1.630
5 S -2.629 -0.141 -0.140  N2 1.533, O3 1.476
6 H 1.600 -0.428 1.048  C1 1.088
7 H 1.032 0.864 -0.135  C1 1.084
8 H 2.598 -0.061 -0.442  C1 1.192

* HOMO energy (spin up / spin down): -7.01 / -10.00 eV
* multiplicity: 3
* <S²>: 2.01
* energy above the lowest of the compared OMol25 structures with the same formula, charge and spin: 1.0961 eV
* HOMO-LUMO gap (spin up / spin down): 7.5368 / 7.4153 eV